# 1
# C16H48N5O4

5 unconnected molecules or ions with the total composition C16H48N5O4 in a non-equilibrium geometry (the ωB97M-V functional and the def2-TZVPD basis, the OMol25 dataset).

Cartesian coordinates (Å):
N  0.289  -0.260  0.790
H  0.602  -1.093  0.286
H  0.743  -0.265  1.725
H  -0.751  -0.200  1.036
H  0.478  0.608  0.268
C  -0.677  4.196  -1.031
C  0.094  3.157  -1.846
C  1.284  3.931  -2.477
O  2.149  2.951  -3.034
C  3.157  3.569  -3.843
N  0.586  2.075  -0.996
H  -1.570  3.786  -0.550
H  -1.182  4.859  -1.742
H  -0.037  4.745  -0.346
H  -0.457  2.771  -2.705
H  1.808  4.631  -1.814
H  0.885  4.581  -3.267
H  2.761  4.293  -4.559
H  3.618  2.769  -4.414
H  3.840  4.139  -3.211
H  1.468  1.797  -1.439
H  0.969  2.544  -0.166
C  0.649  -3.525  -1.203
C  1.567  -2.499  -1.917
C  0.959  -1.610  -2.955
O  -0.188  -0.954  -2.415
C  -1.155  -0.611  -3.368
N  2.207  -1.652  -0.842
H  -0.092  -3.886  -1.919
H  0.159  -3.067  -0.344
H  1.176  -4.414  -0.857
H  2.318  -3.176  -2.341
H  0.657  -2.213  -3.820
H  1.621  -0.858  -3.395
H  -0.696  -0.220  -4.288
H  -1.766  0.172  -2.920
H  -1.736  -1.475  -3.715
H  2.828  -1.112  -1.448
H  2.818  -2.316  -0.370
C  -3.124  -1.461  -0.524
C  -3.244  -0.080  0.126
C  -4.690  0.263  0.434
O  -5.269  -0.847  1.097
C  -6.690  -0.753  1.106
N  -2.469  -0.172  1.389
H  -3.330  -2.275  0.171
H  -2.080  -1.652  -0.785
H  -3.751  -1.504  -1.413
H  -2.763  0.611  -0.572
H  -5.210  0.505  -0.502
H  -4.823  1.175  1.032
H  -7.206  -1.710  1.178
H  -7.171  -0.341  0.210
H  -6.888  -0.082  1.949
H  -2.583  0.620  2.018
H  -2.961  -0.925  1.872
C  3.205  0.191  5.075
C  2.663  -0.406  3.753
C  1.785  -1.619  3.987
O  1.526  -2.373  2.811
C  2.570  -3.269  2.440
N  1.977  0.669  3.008
H  3.878  0.998  4.776
H  3.820  -0.545  5.594
H  2.439  0.706  5.654
H  3.600  -0.626  3.238
H  0.773  -1.294  4.228
H  2.246  -2.144  4.827
H  3.482  -2.698  2.245
H  2.266  -3.740  1.508
H  2.703  -4.027  3.212
H  1.282  1.233  3.494
H  2.652  1.406  2.816

**E_HOMO**: -0.447 Ha
**Largest force on an atom**: 2.187 eV Å⁻¹
**Gap between HOMO and LUMO**: 10.32 eV
**Multiplicity**: 1
**Net charge**: +1

Mulliken population analysis, charges in e, atoms 1 to 8:
1. N 0.40
2. H -0.03
3. H 0.26
4. H 0.55
5. H 0.43
6. C -1.53
7. C 0.18
8. C -1.02

# 2
# C16H48O12

8 unconnected molecules or ions with the total composition C16H48O12 in a non-equilibrium geometry (the ωB97M-V functional and the def2-TZVPD basis, the OMol25 dataset).

Cartesian coordinates (Å):
C  5.562  1.215  -0.009
C  6.013  -0.183  0.259
O  5.126  -1.173  -0.412
H  5.530  1.341  -1.080
H  6.337  1.917  0.321
H  4.612  1.428  0.479
H  6.021  -0.365  1.325
H  7.004  -0.295  -0.189
H  4.544  -0.633  -0.923
C  -5.609  0.610  1.670
C  -4.700  -0.616  1.958
O  -3.338  -0.317  2.284
H  -5.136  1.526  2.069
H  -6.666  0.527  1.955
H  -5.552  0.804  0.604
H  -4.658  -1.243  1.034
H  -5.241  -1.249  2.732
H  -3.253  0.422  3.015
C  -1.532  -3.331  -2.524
C  -0.469  -2.407  -3.140
O  -0.739  -1.040  -2.836
H  -1.620  -3.161  -1.491
H  -1.216  -4.413  -2.686
H  -2.517  -3.273  -2.996
H  -0.516  -2.415  -4.191
H  0.553  -2.721  -2.904
H  -0.509  -0.973  -1.879
C  -0.982  -2.390  1.324
C  -0.126  -1.239  0.830
O  0.578  -1.603  -0.371
H  -1.970  -2.464  0.809
H  -1.206  -2.242  2.364
H  -0.374  -3.263  1.269
H  0.730  -0.970  1.547
H  -0.796  -0.396  0.579
H  0.908  -2.514  -0.317
C  -3.052  5.971  -0.186
C  -3.419  4.509  0.055
O  -3.626  4.195  1.450
O  -4.268  6.729  0.150
H  -2.749  6.102  -1.286
H  -2.278  6.254  0.475
H  -2.742  3.855  -0.342
H  -4.328  4.285  -0.517
H  -4.335  4.712  1.848
H  -4.264  7.587  -0.373
C  2.577  -0.161  -3.521
C  1.519  0.920  -3.280
O  0.526  1.114  -4.302
O  2.806  -0.732  -2.218
H  3.512  0.249  -3.830
H  2.215  -0.839  -4.263
H  2.134  1.811  -3.169
H  0.988  0.630  -2.369
H  -0.184  0.432  -4.214
H  1.964  -0.788  -1.759
C  -0.656  2.011  2.041
C  -0.729  1.467  3.397
O  -2.082  1.643  3.898
O  -0.614  3.385  2.084
H  -1.553  1.529  1.488
H  0.221  1.744  1.451
H  0.060  1.891  4.135
H  -0.593  0.352  3.279
H  -2.195  1.467  4.809
H  -1.543  3.732  2.083
C  3.531  -3.646  0.918
C  2.928  -4.284  -0.326
O  1.473  -4.182  -0.055
O  4.964  -3.650  0.902
H  3.294  -4.199  1.814
H  3.124  -2.624  1.024
H  3.203  -5.301  -0.434
H  3.152  -3.723  -1.261
H  0.923  -4.559  -0.711
H  5.306  -2.791  0.633

**SMILES**: OCCO.OCCO.OCCO.OCCO.CCO.CCO.CCO.CCO
**E_HOMO**: -0.358 Ha
**Largest force on an atom**: 3.424 eV Å⁻¹
**Gap between HOMO and LUMO**: 10.32 eV
**Multiplicity**: 1
**Net charge**: 0

Mulliken population analysis, charges in e, atoms 1 to 8:
1. C -1.34
2. C -0.04
3. O -0.45
4. H 0.37
5. H 0.38
6. H 0.31
7. H 0.31
8. H 0.26

# 3
# C16H48OP2PdSi4Te

A molecular structure, C16H48OP2PdSi4Te in a non-equilibrium geometry (the ωB97M-V functional and the def2-TZVPD basis, the OMol25 dataset).

Cartesian coordinates (Å):
Pd  1.020  -0.281  -3.130
H  2.397  -0.311  -4.178
H  2.129  -1.115  -4.166
P  1.303  2.030  -3.277
P  -0.193  -2.279  -3.191
C  -0.168  -3.246  -1.655
H  -0.683  -4.196  -1.862
H  0.871  -3.449  -1.362
H  -0.686  -2.714  -0.842
C  -1.961  -2.149  -3.599
H  -2.063  -1.697  -4.594
H  -2.380  -3.167  -3.614
H  -2.488  -1.532  -2.858
C  0.495  -3.369  -4.465
H  1.544  -3.589  -4.232
H  -0.089  -4.302  -4.477
H  0.432  -2.879  -5.445
C  -0.200  3.019  -3.518
H  0.092  4.078  -3.565
H  -0.668  2.728  -4.468
H  -0.906  2.855  -2.694
C  2.065  2.735  -1.796
H  3.043  2.268  -1.625
H  2.205  3.811  -1.973
H  1.421  2.589  -0.919
C  2.377  2.462  -4.662
H  1.923  2.118  -5.600
H  2.494  3.554  -4.691
H  3.356  1.987  -4.532
C  2.362  -0.699  -1.716
O  3.167  -0.894  -0.912
H  0.183  -0.012  -4.552
C  -0.760  3.494  1.012
Si  -1.458  2.069  2.041
C  -1.119  2.484  3.857
C  -3.333  1.952  1.831
Si  -0.425  -0.013  1.516
Te  -0.925  0.297  -0.864
Si  1.649  -0.063  2.658
C  1.421  0.042  4.523
C  2.598  -1.643  2.295
C  2.601  1.418  2.007
Si  -1.746  -1.728  2.475
C  -2.159  -1.264  4.256
C  -3.349  -1.953  1.506
C  -0.753  -3.327  2.412
H  -1.280  4.415  1.323
H  -0.921  3.367  -0.068
H  0.316  3.655  1.179
H  -1.709  3.382  4.097
H  -1.419  1.693  4.554
H  -0.062  2.718  4.041
H  -3.620  1.777  0.785
H  -3.800  1.167  2.447
H  -3.763  2.917  2.144
H  0.916  -0.838  4.940
H  2.434  0.079  4.953
H  0.884  0.937  4.856
H  2.806  -1.751  1.224
H  3.564  -1.563  2.813
H  2.098  -2.553  2.646
H  2.816  1.329  0.933
H  2.096  2.377  2.182
H  3.565  1.443  2.538
H  -2.740  -0.335  4.338
H  -2.783  -2.076  4.662
H  -1.274  -1.172  4.899
H  -3.167  -2.216  0.454
H  -3.913  -2.780  1.967
H  -3.989  -1.061  1.518
H  -0.415  -3.582  1.399
H  0.130  -3.306  3.064
H  -1.407  -4.143  2.756

**E_HOMO (alpha / beta)**: -0.399 / -0.539 Ha
**Largest force on an atom**: 5.312 eV Å⁻¹
**Gap between HOMO and LUMO (alpha / beta)**: 5.20 / 4.80 eV
**Multiplicity**: 5
**Net charge**: +2

Mulliken population analysis, charges in e, atoms 1 to 8:
1. Pd -1.21
2. H 0.15
3. H 0.10
4. P 1.17
5. P 1.06
6. C -0.90
7. H 0.47
8. H 0.38

# 4
# C16H49N3O22S

21 unconnected molecules or ions with the total composition C16H49N3O22S in a non-equilibrium geometry (the ωB97M-V functional and the def2-TZVPD basis, the OMol25 dataset).

Cartesian coordinates (Å):
N  0.197  -2.907  5.791
O  -1.965  -2.251  3.033
O  -0.928  -4.296  2.416
N  0.593  -2.418  3.445
N  0.399  -2.648  4.673
C  -0.317  4.020  -1.318
C  -0.234  -2.937  -0.282
C  -0.093  3.164  -2.404
C  -0.473  3.485  -0.009
C  0.093  0.887  -3.283
C  -0.681  1.568  1.425
C  -0.009  -2.401  -1.558
C  0.212  -0.497  -3.130
C  -0.735  0.212  1.664
C  -0.520  -2.083  0.837
C  -0.018  1.724  -2.159
C  -0.426  2.115  0.191
C  0.058  -1.023  -1.777
C  -0.483  -0.704  0.622
C  -0.156  1.209  -0.864
C  -0.180  -0.175  -0.651
S  -0.757  -2.854  2.438
H  -0.389  5.137  -1.434
H  -0.296  -4.007  -0.315
H  0.075  3.569  -3.451
H  -0.512  4.193  0.832
H  0.270  1.298  -4.268
H  -0.753  2.250  2.302
H  0.220  -3.094  -2.363
H  0.383  -1.074  -4.004
H  -0.763  -0.089  2.766
O  -1.230  -3.197  -5.314
H  -2.097  -2.893  -4.891
H  -1.425  -3.474  -6.267
O  0.160  4.049  4.339
H  -0.629  4.087  4.971
H  0.184  4.912  3.811
O  2.785  2.287  -5.634
H  3.372  1.980  -6.400
H  3.252  2.054  -4.767
O  1.279  4.643  -5.817
H  1.547  3.686  -5.623
H  0.468  4.863  -5.254
O  -2.915  -5.491  0.148
H  -2.476  -6.278  -0.311
H  -2.228  -5.050  0.746
O  -1.692  5.217  -4.921
H  -2.482  4.730  -4.517
H  -1.885  5.371  -5.902
O  2.515  0.067  3.493
H  2.410  -0.411  2.608
H  2.634  -0.631  4.216
O  -0.120  6.102  2.436
H  -0.448  6.467  1.551
H  0.884  5.989  2.377
O  1.372  -3.673  -4.909
H  0.364  -3.585  -4.932
H  1.656  -4.255  -5.687
O  -3.039  -2.144  5.434
H  -2.678  -2.138  4.489
H  -3.630  -1.331  5.551
O  -0.840  -5.883  5.030
H  -1.801  -5.798  5.333
H  -0.815  -5.771  4.025
O  0.913  0.325  -6.345
H  -0.086  0.447  -6.240
H  1.341  1.242  -6.366
O  -1.899  0.808  -5.996
H  -2.188  1.678  -6.424
H  -2.401  0.054  -6.446
O  2.601  -1.587  1.364
H  2.880  -1.200  0.472
H  3.080  -2.469  1.489
O  0.095  -5.437  7.545
H  -0.096  -5.476  6.552
H  -0.694  -4.997  8.001
O  0.064  1.330  4.950
H  0.218  2.327  4.873
H  0.869  0.856  4.561
O  -0.012  7.832  -2.074
H  0.096  8.827  -1.927
H  -0.984  7.649  -2.286
O  2.866  -1.147  -4.732
H  2.352  -0.497  -5.312
H  2.445  -2.061  -4.834
O  -1.832  -2.122  8.072
H  -1.059  -1.490  7.911
H  -2.309  -2.267  7.192
O  3.161  -1.824  5.609
H  3.117  -2.747  5.198
H  3.205  -1.928  6.614

**E_HOMO**: -0.286 Ha
**Largest force on an atom**: 6.023 eV Å⁻¹
**Gap between HOMO and LUMO**: 6.80 eV
**Multiplicity**: 1
**Net charge**: 0

Mulliken population analysis, charges in e, atoms 1 to 8:
1. N -0.50
2. O -0.88
3. O -0.78
4. N 0.26
5. N 0.42
6. C 0.06
7. C -0.99
8. C -0.48

# 5
# C16H50BF4N10O8

9 unconnected molecules or ions with the total composition C16H50BF4N10O8 in a non-equilibrium geometry (the ωB97M-V functional and the def2-TZVPD basis, the OMol25 dataset).

Cartesian coordinates (Å):
B  27.849  24.944  30.524
F  28.471  24.896  29.295
F  28.483  24.005  31.363
F  28.070  26.180  31.085
F  26.498  24.689  30.427
C  24.064  28.434  26.347
C  23.349  27.685  27.454
C  24.072  26.372  27.942
O  24.314  25.526  26.822
C  25.389  24.652  26.878
N  23.512  28.611  28.585
H  25.128  28.204  26.404
H  23.852  29.503  26.308
H  23.740  28.058  25.377
H  22.318  27.459  27.184
H  23.390  25.926  28.666
H  24.990  26.723  28.413
H  25.665  24.415  27.906
H  26.242  25.256  26.571
H  25.446  23.736  26.290
H  23.061  28.295  29.432
H  24.496  28.700  28.796
C  29.941  20.125  30.761
C  30.232  20.166  32.310
C  29.103  19.664  33.205
O  27.797  19.998  32.777
C  27.497  21.416  32.704
N  31.417  19.521  32.635
H  30.769  20.593  30.229
H  29.066  20.749  30.579
H  29.784  19.066  30.556
H  30.320  21.242  32.462
H  29.357  20.064  34.186
H  29.136  18.581  33.316
H  27.488  21.660  33.766
H  26.495  21.531  32.288
H  28.324  22.002  32.303
H  31.437  18.535  32.420
H  32.170  19.706  31.988
C  27.464  28.327  33.532
C  26.988  29.656  34.131
O  27.199  29.784  35.489
H  28.476  28.025  33.801
H  27.440  28.486  32.454
H  26.792  27.482  33.680
H  25.937  29.893  33.969
H  27.507  30.494  33.666
H  28.157  29.827  35.536
C  23.521  24.359  31.792
C  23.038  23.067  32.469
O  23.815  21.946  32.198
H  22.924  25.201  32.141
H  23.335  24.259  30.722
H  24.553  24.684  31.926
H  21.983  22.910  32.242
H  22.957  23.201  33.548
H  23.546  21.709  31.308
C  27.635  28.448  28.592
O  27.623  29.528  27.998
N  28.361  27.439  28.177
N  26.986  28.223  29.644
H  28.927  27.444  27.341
H  28.323  26.598  28.736
H  26.669  29.073  30.089
H  27.169  27.347  30.111
C  31.745  25.177  31.193
O  32.895  25.048  31.707
N  31.120  24.296  30.484
N  30.931  26.129  31.514
H  30.191  24.517  30.155
H  31.518  23.391  30.277
H  29.999  26.065  31.130
H  31.272  26.835  32.151
C  28.033  24.327  34.702
O  27.744  24.034  35.819
N  29.207  24.100  34.166
N  27.276  24.838  33.792
H  29.316  24.279  33.178
H  29.942  23.576  34.618
H  26.371  25.222  34.024
H  27.628  25.060  32.871
C  26.826  21.492  28.635
O  26.670  20.375  28.260
N  27.920  22.155  28.478
N  25.900  22.195  29.204
H  28.035  23.082  28.862
H  28.771  21.715  28.157
H  25.038  21.716  29.422
H  26.054  23.151  29.490

**E_HOMO**: -0.262 Ha
**Largest force on an atom**: 6.563 eV Å⁻¹
**Gap between HOMO and LUMO**: 9.37 eV
**Multiplicity**: 1
**Net charge**: -1

Mulliken population analysis, charges in e, atoms 1 to 8:
1. B 0.36
2. F -1.01
3. F 0.98
4. F -0.45
5. F -0.25
6. C -1.34
7. C 0.21
8. C 0.55

# 6
# C16H50N10O8

8 unconnected molecules or ions with the total composition C16H50N10O8 in a non-equilibrium geometry (the ωB97M-V functional and the def2-TZVPD basis, the OMol25 dataset).

Cartesian coordinates (Å):
C  2.858  -2.385  -2.824
C  3.848  -1.866  -3.815
O  3.988  -2.779  -4.949
H  3.087  -3.322  -2.324
H  1.844  -2.380  -3.228
H  2.838  -1.631  -2.026
H  4.852  -1.897  -3.373
H  3.694  -0.841  -4.155
H  4.906  -2.676  -5.206
C  0.624  4.208  -1.649
C  1.961  3.485  -1.826
O  1.809  2.219  -1.226
H  -0.184  3.498  -1.822
H  0.577  5.034  -2.363
H  0.500  4.657  -0.663
H  2.734  4.105  -1.360
H  2.112  3.394  -2.907
H  2.603  1.663  -1.299
C  -2.790  -4.330  0.302
O  -2.589  -3.181  -0.084
N  -4.061  -4.791  0.519
N  -1.792  -5.171  0.681
H  -4.199  -5.771  0.682
H  -4.813  -4.206  0.206
H  -0.902  -4.752  0.920
H  -1.878  -6.115  1.004
C  1.100  -1.206  0.254
O  2.166  -0.979  0.873
N  0.462  -2.406  0.150
N  0.536  -0.241  -0.496
H  0.785  -3.211  0.661
H  -0.360  -2.447  -0.422
H  -0.381  -0.345  -0.922
H  1.021  0.642  -0.498
C  4.852  1.308  -0.416
O  4.332  0.889  -1.449
N  5.672  2.413  -0.391
N  4.573  0.767  0.818
H  5.949  2.627  0.547
H  5.867  2.956  -1.205
H  3.908  0.008  0.863
H  5.042  1.138  1.618
C  1.211  -3.891  3.212
O  1.036  -4.426  2.119
N  1.741  -2.649  3.357
N  0.883  -4.505  4.396
H  1.948  -2.097  2.531
H  1.803  -2.253  4.272
H  0.553  -5.451  4.394
H  0.924  -4.018  5.268
C  -2.290  -1.699  -3.278
C  -3.075  -0.708  -2.442
C  -4.472  -1.201  -2.041
O  -5.262  -1.466  -3.213
C  -6.022  -0.345  -3.588
N  -2.326  -0.339  -1.233
H  -1.363  -1.252  -3.628
H  -2.957  -1.947  -4.105
H  -2.126  -2.601  -2.686
H  -3.177  0.237  -2.986
H  -4.988  -0.468  -1.413
H  -4.434  -2.137  -1.485
H  -6.967  -0.317  -3.030
H  -6.306  -0.406  -4.641
H  -5.543  0.631  -3.460
H  -2.274  -1.127  -0.584
H  -2.802  0.340  -0.645
C  -0.320  5.031  5.375
C  -0.708  4.864  3.889
C  -0.430  3.441  3.434
O  -0.824  3.353  2.072
C  -0.304  2.211  1.439
N  -2.050  5.325  3.585
H  0.756  5.192  5.415
H  -0.623  4.148  5.938
H  -0.859  5.888  5.776
H  -0.030  5.495  3.297
H  -1.037  2.751  4.031
H  0.655  3.309  3.470
H  0.788  2.142  1.494
H  -0.566  2.245  0.382
H  -0.718  1.269  1.823
H  -2.224  6.318  3.620
H  -2.367  5.031  2.670

**SMILES**: COC[C@H](C)N.COC[C@H](C)N.NC(N)=O.NC(N)=O.NC(N)=O.NC(N)=O.CCO.CCO
**E_HOMO**: -0.321 Ha
**Largest force on an atom**: 2.146 eV Å⁻¹
**Gap between HOMO and LUMO**: 9.24 eV
**Multiplicity**: 1
**Net charge**: 0

Mulliken population analysis, charges in e, atoms 1 to 8:
1. C -0.49
2. C -0.24
3. O -0.54
4. H 0.30
5. H 0.20
6. H -0.02
7. H 0.25
8. H 0.22

Among the records above, which one has the highest net charge?
C16H48OP2PdSi4Te